13
Properties=species:S:1:pos:R:3 method="wB97M-V/def2-TZVPD" relative_energy_kj_mol=588.8 e_homo_ev=-9.820 smiles="C=C=NO.[H][H].C=O" spin_multiplicity=1 molar_mass_g_mol=89.1 e_tot_ha=-323.55671 e_lumo_ev=0.5
C -1.22704 1.13337 -0.42700
C -1.31184 -0.13695 -0.12784
N -1.67614 -1.29444 0.11412
O -0.69383 -2.21966 0.45879
H -1.28826 1.89266 0.34684
H -1.07315 1.45509 -1.45258
H -1.22236 -3.01873 0.58687
H 0.74124 2.38179 -0.49574
H 1.38970 2.06235 -0.33168
C 1.58795 -0.56691 0.33221
O 2.38042 0.33082 0.19238
H 1.30523 -1.24626 -0.49421
H 1.08808 -0.77315 1.29783